A molecular structure, C37H29ClGeO7PSW. Source: the Open Molecules 2025 dataset; level of theory: wB97M-V/def2-TZVPD.

Summary:
* ΔE to the lowest compared entry with this formula, charge and spin: 260.5 kcal per mole
* total energy: -5297.4538 Eh
* HOMO-LUMO gap (spin up / spin down): 0.1796 / 0.2285 Ha

```
! RIJCOSX wB97M-V def2-TZVPD def2/J DEFGRID3
* xyz -1 3
W 2.53283 0.33619 -0.23344
O 5.64489 -0.13836 2.30802
Cl 4.61095 0.00008 1.35534
O 4.76009 -0.88076 0.20918
O 4.50849 1.35800 0.81798
O 3.28163 -0.31040 1.92587
O 2.58611 1.14505 -2.26891
S 1.23938 1.54849 -2.75628
O 1.20502 2.60812 -3.71993
O 0.59458 2.18444 -1.43155
C 0.31654 0.22588 -3.23471
C -0.48992 0.41232 -4.39487
C -1.10142 -0.63969 -5.00423
C -0.91211 -1.96838 -4.50734
C -0.20000 -2.15368 -3.34862
C 0.36807 -1.09495 -2.61571
P 1.13083 -1.37786 -1.03484
C 2.19916 -2.84645 -1.33917
C 2.27253 -3.93982 -0.48163
C 3.18878 -4.95771 -0.71681
C 4.04317 -4.89096 -1.80663
C 3.97852 -3.80107 -2.66558
C 3.06302 -2.78743 -2.43342
C -0.11707 -2.07792 0.12408
C 0.10995 -1.92244 1.48919
C -0.76723 -2.45715 2.42364
C -1.88068 -3.16798 1.99829
C -2.11645 -3.32643 0.63872
C -1.24766 -2.77600 -0.29308
H -0.57703 1.40913 -4.80674
H -1.70172 -0.46949 -5.88936
H -1.32671 -2.81745 -5.03525
H -0.05927 -3.16392 -2.97518
H 1.61179 -4.00138 0.37430
H 3.23463 -5.80456 -0.04284
H 4.75885 -5.68382 -1.98662
H 4.64369 -3.74008 -3.51811
H 3.00623 -1.93870 -3.10670
H 0.97878 -1.36514 1.81760
H -0.58145 -2.30454 3.48016
H -2.56798 -3.58861 2.72280
H -2.99419 -3.86365 0.29910
H -1.47238 -2.86106 -1.34711
C 0.97372 1.47364 -0.21955
Ge -0.55641 1.92450 0.91720
C -0.45180 1.23522 2.73640
C -1.59166 0.95639 3.49048
C -1.48801 0.47984 4.79060
C -0.23665 0.27132 5.35652
C 0.90676 0.55917 4.62373
C 0.79537 1.04610 3.32799
C -2.11674 1.21567 -0.03306
C -2.49178 1.79266 -1.25075
C -3.52838 1.26367 -2.00344
C -4.23035 0.15770 -1.54177
C -3.87584 -0.42080 -0.33378
C -2.81712 0.09530 0.40472
C -0.73221 3.87921 1.06999
C -1.01207 4.45634 2.30889
C -1.15764 5.83141 2.44547
C -1.02120 6.65677 1.33950
C -0.73392 6.10005 0.10078
C -0.58937 4.72589 -0.03255
H -2.57603 1.11069 3.06076
H -2.38438 0.26600 5.36038
H -0.15336 -0.11177 6.36653
H 1.88772 0.40098 5.05492
H 1.69613 1.26581 2.76839
H -1.95267 2.65062 -1.63334
H -3.78071 1.70723 -2.95869
H -5.03887 -0.25844 -2.13056
H -4.40268 -1.29583 0.02759
H -2.52405 -0.41069 1.31923
H -1.11468 3.82553 3.18508
H -1.37426 6.25747 3.41800
H -1.13082 7.72965 1.44293
H -0.61309 6.73824 -0.76635
H -0.33816 4.31463 -1.00185
*
```

A molecular structure, C30H47BrN3O2PSZr. Source: the Open Molecules 2025 dataset; level of theory: wB97M-V/def2-TZVPD.

Summary:
* ΔE to the lowest compared entry with this formula, charge and spin: 3.8 kcal per mole
* total energy: -4846.2787 Eh
* HOMO-LUMO gap: 0.2528 Ha

```
! RIJCOSX wB97M-V def2-TZVPD def2/J DEFGRID3
* xyz 2 1
Zr -1.20045 0.55148 -0.49138
O 2.53564 1.19127 -1.27358
C 2.64895 2.49311 -1.67826
C 3.77509 2.83639 -2.41101
C 3.93997 4.13422 -2.86321
C 2.98789 5.10822 -2.58319
C 1.86457 4.75882 -1.85718
C 1.67510 3.45443 -1.40227
C 0.41715 3.11300 -0.67089
O -0.37926 2.14867 -1.31030
N 0.74074 2.52587 0.66054
N -0.39270 1.93710 1.20300
C -0.60984 1.96997 2.45906
C -1.73659 1.29693 3.06839
Br -2.86834 0.35107 1.81541
C -2.08110 1.23524 4.35899
C -1.43578 1.96463 5.45303
C -1.25392 1.30675 6.67118
C -0.63381 1.95603 7.72397
C -0.22458 3.27581 7.58266
C -0.44419 3.95197 6.38951
C -1.04564 3.30039 5.32644
H 1.92564 1.13205 -0.52443
H 4.51526 2.07217 -2.60763
H 4.82415 4.38884 -3.43178
H 3.12057 6.12328 -2.92870
H 1.10883 5.50598 -1.64208
H -0.17150 4.02892 -0.53433
H 1.18512 3.19376 1.28732
H 0.06440 2.49355 3.13369
H -2.89721 0.57374 4.63143
H -1.58758 0.28301 6.78784
H -0.48279 1.43791 8.66078
H 0.24324 3.78633 8.41331
H -0.16592 4.99254 6.29408
H -1.27480 3.84973 4.42117
C 1.65994 -1.51064 -3.26152
C 0.31307 -2.05712 -2.76072
C -0.69085 -0.92530 -3.05068
C -0.04774 -3.31341 -3.55776
P 0.32018 -2.32035 -0.89567
N 0.04414 -0.83118 -0.29496
C -1.13793 -3.36520 -0.34408
C -1.33007 -3.22400 1.18022
C -1.01386 -4.85454 -0.68401
C -2.41587 -2.80817 -0.98530
C 1.93891 -3.01021 -0.29206
C 1.80905 -3.46204 1.16988
C 2.98281 -1.88272 -0.30616
C 2.41264 -4.20240 -1.13232
H 1.53192 -1.24589 -4.31393
H 2.46038 -2.24277 -3.21470
H 1.96535 -0.61030 -2.72864
H -0.79492 -0.81389 -4.13260
H -0.26807 0.02804 -2.70443
H -1.69644 -1.11589 -2.66773
H 0.05948 -3.09036 -4.62115
H -1.07080 -3.64786 -3.39810
H 0.62447 -4.14040 -3.33347
H -0.65300 -3.85358 1.74652
H -2.34382 -3.54797 1.42448
H -1.20975 -2.19708 1.52398
H -0.19185 -5.32086 -0.14464
H -0.88438 -5.04708 -1.74652
H -1.92820 -5.36089 -0.36779
H -2.55382 -1.73454 -0.78337
H -3.27075 -3.31893 -0.54021
H -2.47235 -2.96245 -2.06078
H 1.38248 -2.68570 1.80563
H 2.81538 -3.67013 1.53651
H 1.23335 -4.37824 1.27600
H 2.67656 -1.05661 0.33458
H 3.19934 -1.48835 -1.29250
H 3.91009 -2.29170 0.09914
H 1.69745 -5.02393 -1.13517
H 3.33480 -4.57958 -0.68619
H 2.64097 -3.93976 -2.16149
C -3.11191 1.44086 -3.46352
S -3.62320 0.96188 -1.78996
C -3.92280 2.61177 -1.10012
H -3.94022 1.97886 -3.91906
H -2.92370 0.53649 -4.03575
H -2.21892 2.06152 -3.42151
H -3.02491 3.22219 -1.18777
H -4.21663 2.50191 -0.05881
H -4.74231 3.06531 -1.65334
*
```

C15H22N4O3S in the gas phase. Source: the Open Molecules 2025 dataset; level of theory: wB97M-V/def2-TZVPD.

Summary:
* ΔE to the lowest compared entry with this formula, charge and spin: 10.4 kcal per mole
* total energy: -1427.7822 Eh
* HOMO-LUMO gap: 0.3378 Ha
* structure (SMILES): CCCCc1nc(SCCOC)c2c(=O)n(C)c(=O)n(C)c2n1

```
! RIJCOSX wB97M-V def2-TZVPD def2/J DEFGRID3
* xyz 0 1
C -1.80401 -1.22737 4.91808
C -2.28186 -1.60486 3.52099
C -1.23399 -1.35305 2.43830
C -0.92541 0.13686 2.24344
C -0.01131 0.32043 1.07727
N -0.51734 0.06778 -0.12281
C 0.27915 0.19887 -1.17664
S -0.33552 -0.13034 -2.75708
C -2.03752 -0.61678 -2.29125
C -2.84169 -0.90620 -3.55746
O -4.10635 -1.45966 -3.29342
C -5.03964 -0.56038 -2.74525
C 1.61769 0.60296 -1.02243
C 2.50610 0.76463 -2.14853
O 2.17098 0.57257 -3.30155
N 3.78899 1.16274 -1.80180
C 4.76341 1.35302 -2.86291
C 4.24276 1.40285 -0.51843
O 5.38196 1.74892 -0.30840
N 3.33127 1.22814 0.51021
C 3.76219 1.46882 1.87284
C 2.04610 0.83933 0.28695
N 1.23302 0.69631 1.33325
H -2.54872 -1.50883 5.65898
H -0.87522 -1.74198 5.15419
H -1.63561 -0.15684 4.99872
H -2.53652 -2.66710 3.50976
H -3.18911 -1.04545 3.28283
H -0.31116 -1.87786 2.69449
H -1.59652 -1.75189 1.48889
H -0.44400 0.55108 3.12718
H -1.85837 0.66736 2.04619
H -2.46208 0.20167 -1.71324
H -1.97662 -1.50552 -1.66519
H -2.93867 0.01494 -4.15157
H -2.31952 -1.65575 -4.15790
H -5.99739 -1.07728 -2.74869
H -5.11546 0.34947 -3.35263
H -4.78723 -0.28219 -1.71638
H 4.26784 1.13065 -3.80502
H 5.12308 2.38145 -2.85362
H 5.61070 0.68536 -2.70988
H 3.62416 0.56474 2.46412
H 3.16513 2.26808 2.31000
H 4.81232 1.75030 1.84538
*
```

C3H3NS in the gas phase. Source: the Open Molecules 2025 dataset; level of theory: wB97M-V/def2-TZVPD.

Summary:
* ΔE to the lowest compared entry with this formula, charge and spin: 93.3 kcal per mole
* total energy: -568.8689 Eh
* HOMO-LUMO gap (spin up / spin down): 0.2175 / 0.3076 Ha

```
! RIJCOSX wB97M-V def2-TZVPD def2/J DEFGRID3
* xyz 0 1
C 0.50345 -0.64238 -0.55526
C -0.48355 -1.50496 -0.48686
C 0.09975 1.30891 0.65565
N 0.95034 0.53323 0.07849
S -1.54751 1.23426 0.89883
H 1.31662 -1.09624 -1.24038
H -1.36100 -1.95759 -0.50995
H 0.52190 2.12476 1.15948
*
```